No. 1
The following is a quantum chemistry calculation of a 2-piece molecular cluster, C11H14N2O overall at a distorted geometry, from the OMol25 dataset.

```
28
Properties=species:S:1:pos:R:3:forces:R:3:nbo_charge:R:1
C -2.894 0.756 -1.310 -0.8955 -0.8175 -0.2909 -0.636
C -1.417 0.862 -1.250 -0.2176 0.1581 0.7617 -0.084
C -0.670 1.996 -1.242 0.3076 0.1948 -0.7810 -0.054
N 0.679 1.674 -1.194 -0.7396 0.3338 0.3695 -0.554
C 0.775 0.318 -1.055 1.5196 -0.3673 -0.8387 0.205
C 1.900 -0.509 -1.140 0.1717 -0.9497 -0.3799 -0.276
C 1.678 -1.871 -1.184 0.0371 -0.5198 0.7992 -0.204
C 0.406 -2.449 -1.016 -0.2066 0.7584 -0.2495 -0.228
C -0.692 -1.611 -0.949 0.3157 -0.6680 -0.7453 -0.186
C -0.498 -0.238 -1.073 -0.7685 0.5957 0.1696 -0.125
H -3.256 0.314 -2.249 0.2652 0.3426 -0.1442 0.220
H -3.451 1.673 -1.140 0.2584 0.2543 -0.0814 0.223
H -3.292 0.033 -0.596 0.2335 0.0354 0.4040 0.214
H -0.948 3.016 -1.464 -0.1660 -0.0381 0.2759 0.214
H 1.400 2.367 -1.132 0.2400 -0.2140 -0.0377 0.415
H 2.940 -0.240 -1.284 -0.2184 0.7273 0.1719 0.224
H 2.524 -2.546 -1.247 0.0590 0.1334 -0.1342 0.211
H 0.265 -3.519 -1.046 0.1104 -0.0458 0.1316 0.216
H -1.676 -2.045 -0.997 -0.3122 0.0626 0.2436 0.213
C 1.441 0.702 2.041 0.0778 -0.6815 0.6345 -0.731
C 0.194 0.106 2.638 -0.4649 -1.8061 0.2736 0.671
N -1.018 0.443 2.129 1.0565 1.3464 -0.5349 -0.824
O 0.289 -0.782 3.471 0.1151 0.2503 0.1767 -0.633
H 2.176 0.556 2.834 0.1050 0.7997 -0.0024 0.249
H 1.321 1.699 1.644 0.2246 0.2938 0.0582 0.208
H 1.804 0.018 1.275 -0.3300 0.0937 -0.2130 0.252
H -1.837 -0.109 2.295 -0.0142 -0.0875 0.1031 0.409
H -0.955 1.105 1.371 -0.7638 -0.1851 -0.1399 0.391
```
Forces are in eV/Å.

Its charge is 0. The calculation puts the HOMO energy at -8.23 eV. The value obtained for the lowest unoccupied orbital energy is 0.024 hartree. The total energy comes out at -612.329854 Ha.

---

No. 2
The following is a quantum chemistry calculation of a 9-piece molecular cluster, C50H91F10N10O15P overall at a distorted geometry, from the OMol25 dataset.

```
177
Properties=species:S:1:pos:R:3:forces:R:3:lowdin_charge:R:1
C -6.119 -5.500 -2.507 0.0288 -0.7079 0.4726 -0.109
C -7.458 -4.630 -2.759 0.1110 -0.8704 0.3987 -0.265
O -7.206 -3.184 -2.832 0.2984 -1.2351 -1.1591 -0.204
C -6.344 -2.914 -3.985 -0.1378 -0.6660 -0.9826 -0.226
C -6.736 -1.567 -4.776 -0.6896 -0.5057 0.6661 -0.166
C -6.507 -0.203 -3.945 -0.3199 -0.4487 0.0223 -0.189
C -5.068 -0.073 -3.230 0.4626 1.0542 -0.0306 -0.181
C -4.072 0.862 -4.085 0.2536 0.8559 -0.3611 -0.146
C -3.703 0.252 -5.529 -2.8509 -1.4181 1.4180 -0.333
O -4.387 1.067 -6.524 0.4953 -0.3697 0.1167 -0.043
O -2.308 0.019 -5.784 0.0950 1.4653 -0.2128 -0.065
C -1.566 1.211 -6.085 -1.8911 0.9881 0.3841 -0.211
N -1.509 1.467 -7.549 -1.1940 -3.9121 -2.6122 0.150
C -1.879 0.469 -8.283 0.0483 -3.6365 1.1555 -0.143
O -2.168 -0.635 -8.812 1.6258 7.3219 2.4701 0.115
C -0.103 1.293 -5.323 -1.4556 2.0572 -1.6371 -0.155
O -0.257 0.740 -4.058 0.8673 0.2494 -0.9995 -0.048
C -0.010 -0.569 -3.635 1.7121 -2.5737 3.3829 -0.546
O 0.670 -1.519 -4.457 -0.3681 1.7063 -0.0186 -0.021
C 0.754 -0.406 -2.174 -1.2503 -0.1497 0.1275 -0.151
C 1.467 -1.739 -1.645 1.5970 0.8599 1.0915 -0.149
C 2.570 -1.250 -0.531 -0.8431 -1.2728 -0.5987 -0.224
O 2.621 -2.316 0.459 0.8553 1.7382 -0.0218 -0.229
C 3.569 -1.861 1.480 0.8875 0.8917 0.0420 -0.130
P -1.568 -1.591 -3.054 -0.5063 -2.1135 -1.7603 0.850
N -2.162 -2.544 -4.194 0.0724 0.2149 1.1956 -0.288
C 0.019 2.911 -4.996 -0.0565 1.9910 1.5508 -0.241
F -0.439 3.758 -6.046 0.9620 -2.0888 2.0238 0.057
F 1.384 3.322 -4.727 -2.4197 -1.2744 -0.9589 0.026
C -0.762 3.300 -3.618 -1.3240 1.1802 3.7862 -0.025
C -2.248 3.746 -3.518 1.4571 -0.2812 1.7499 0.007
C -2.978 4.126 -2.173 4.3193 -1.1049 0.1218 -0.018
C -2.158 4.103 -0.842 0.8933 -0.7853 -3.8554 0.010
C -0.645 3.693 -0.919 -1.3931 -0.2884 -2.2162 -0.057
C 0.206 3.718 0.435 0.3743 1.4008 -0.5188 -0.338
F 1.605 3.895 0.074 -3.3343 -0.9965 1.4788 0.018
F -0.126 4.923 1.180 0.7814 -3.2812 -1.4310 0.020
F 0.017 2.596 1.290 0.8685 3.0377 -2.1271 0.066
C 0.069 3.275 -2.257 -3.4521 0.9848 0.2370 0.085
C 1.104 0.951 -6.296 0.9766 -1.6398 -3.2250 -0.145
F 1.348 1.946 -7.335 -1.2041 -2.1348 3.0523 0.060
F 0.837 -0.257 -7.073 0.1948 2.9117 2.0911 0.053
C 2.571 0.690 -5.680 3.7990 0.3935 -0.6093 -0.252
F 2.700 0.802 -4.276 -0.6050 -0.7461 -3.3833 0.096
F 3.517 1.655 -6.216 -2.6589 -2.5355 1.6066 0.059
F 3.102 -0.577 -6.146 -1.6160 3.3065 1.9264 0.069
H -5.290 -4.913 -1.962 -1.3566 -0.6476 -0.9914 0.081
H -5.687 -5.979 -3.466 -0.6433 1.0162 1.4333 0.079
H -6.387 -6.388 -1.812 0.4038 1.5555 -1.2443 0.062
H -7.972 -5.026 -3.726 0.8586 0.8789 1.3957 0.121
H -8.195 -4.893 -1.905 1.4046 1.1687 -1.4195 0.101
H -6.517 -3.791 -4.729 0.4037 1.4615 0.9862 0.124
H -5.243 -2.983 -3.665 -1.5076 0.3746 -0.5486 0.107
H -7.873 -1.646 -5.017 1.9008 0.1246 0.4094 0.122
H -6.203 -1.595 -5.797 -0.5747 0.1779 1.6458 0.109
H -7.305 -0.126 -3.106 1.2433 -0.3276 -1.5014 0.120
H -6.742 0.674 -4.667 0.6325 -1.2171 1.3432 0.098
H -4.542 -1.069 -3.012 -1.1037 1.2462 -0.4653 0.073
H -5.237 0.453 -2.213 0.3441 -0.8239 -1.6205 0.118
H -3.084 1.127 -3.559 -1.4626 -0.5859 -0.4043 0.087
H -4.620 1.876 -4.260 1.1749 -2.0049 0.3410 0.084
H -4.217 -0.792 -5.579 1.5754 1.5280 0.0526 0.153
H -5.353 1.084 -6.304 1.4072 -0.1405 -0.0007 0.102
H -2.213 2.079 -5.649 1.4690 -1.2842 -0.7057 0.148
H 1.648 -1.506 -4.355 -0.8769 0.2994 0.2350 0.096
H 1.409 0.546 -2.139 -0.7772 -1.7589 -0.3279 0.109
H -0.107 -0.180 -1.416 1.4440 -0.2008 -1.1392 0.118
H 0.796 -2.481 -1.089 0.7442 1.2890 -0.9561 0.104
H 2.067 -2.332 -2.419 -1.0784 0.9436 0.8594 0.117
H 3.612 -1.182 -1.027 -1.6092 0.3568 0.7412 0.139
H 2.249 -0.262 -0.014 0.5561 -1.4308 -0.9739 0.131
H 4.035 -0.877 1.092 -0.8244 -1.8020 0.9873 0.042
H 4.442 -2.605 1.625 -1.7691 1.0792 -0.1824 0.094
H 3.036 -1.641 2.476 0.7390 -0.6418 -1.5038 0.098
H -2.491 -0.670 -2.466 0.7539 0.0470 -0.1043 0.004
H -1.175 -2.480 -1.969 0.1481 1.3785 -0.3719 0.033
H -2.087 -3.530 -3.884 -0.0674 0.8976 -0.3435 -0.026
H -2.863 3.782 -4.499 1.1107 -0.0119 1.9299 0.115
H -4.088 4.406 -2.204 1.9511 -0.5000 0.0802 0.082
H -2.705 4.403 0.129 1.3480 -0.6329 -1.6844 0.109
H 1.186 2.963 -2.230 -2.2936 0.7089 -0.1094 0.120
C 5.666 -3.750 6.515 0.1870 0.0512 -0.1377 -0.053
N 5.229 -3.537 5.149 -1.0466 -0.5971 -0.2514 -0.187
C 6.046 -2.723 4.269 -0.1286 0.0055 0.0054 -0.041
C 4.073 -4.079 4.665 0.5933 0.3238 0.1736 -0.340
O 3.651 -3.939 3.530 0.2173 -0.1599 0.3638 -0.011
H 5.746 -2.782 7.017 0.0517 -0.1004 0.1413 0.088
H 6.643 -4.238 6.502 -0.1334 0.1900 0.2161 0.053
H 4.958 -4.379 7.060 -0.0505 0.0786 -0.1365 0.082
H 5.454 -1.873 3.917 0.1014 -0.0291 -0.1385 0.089
H 6.348 -3.322 3.406 0.0298 0.1802 -0.0545 0.090
H 6.934 -2.360 4.793 -0.4938 -0.3182 -0.1853 0.043
H 3.530 -4.679 5.415 0.0434 0.0001 0.1078 0.125
C -8.025 5.889 -2.650 -0.2100 -0.2080 -0.1183 -0.064
N -7.328 4.994 -3.552 0.4223 -0.7610 0.3739 -0.188
C -7.257 5.330 -4.960 0.1861 -0.3069 -0.0432 -0.043
C -6.737 3.845 -3.115 -0.4663 0.6882 -0.0463 -0.310
O -6.135 3.049 -3.819 -0.3105 0.5054 -0.0929 -0.021
H -9.066 5.979 -2.972 0.0180 0.1572 0.0343 0.092
H -7.544 6.871 -2.683 -0.1340 0.0485 0.1078 0.084
H -7.997 5.511 -1.624 -0.0038 0.1537 -0.6269 0.042
H -7.720 4.529 -5.543 0.0898 0.1394 -0.1217 0.093
H -6.208 5.416 -5.255 -0.1186 0.0125 -0.1738 0.091
H -7.772 6.271 -5.156 0.0460 -0.1258 0.1417 0.087
H -6.851 3.686 -2.031 -0.0591 0.1019 -0.0111 0.139
C 10.254 1.349 6.372 -0.0694 -0.0804 0.1809 -0.066
N 9.548 0.085 6.378 -0.1352 -0.2401 -0.9827 -0.184
C 9.206 -0.524 7.649 -0.0607 -0.4561 -0.0790 -0.058
C 9.193 -0.552 5.225 0.1506 0.2860 0.7161 -0.311
O 8.600 -1.615 5.159 0.5912 0.4656 0.2601 -0.009
H 11.208 1.225 6.892 0.0380 0.1653 -0.0763 0.089
H 9.649 2.095 6.890 0.1620 0.0108 -0.0700 0.059
H 10.444 1.687 5.351 -0.0234 -0.1439 0.0519 0.081
H 9.673 -1.511 7.708 -0.0848 0.0164 0.0644 0.094
H 8.122 -0.645 7.707 0.1529 -0.0121 0.1651 0.083
H 9.551 0.095 8.477 -0.0832 0.0068 -0.2307 0.084
H 9.500 -0.005 4.318 0.0610 0.0830 0.0261 0.128
C -11.834 -8.589 -1.755 0.0342 0.2389 0.1277 -0.064
N -10.791 -7.608 -1.535 0.7409 -0.3134 -0.4526 -0.202
C -11.083 -6.443 -0.723 0.3062 0.1162 -0.0491 -0.042
C -9.541 -7.746 -2.068 -0.4304 0.0910 0.2362 -0.302
O -8.621 -6.960 -1.922 -0.7158 -0.5750 0.1904 -0.013
H -12.679 -8.104 -2.250 -0.0720 -0.1999 0.0216 0.089
H -12.155 -8.989 -0.790 -0.1285 -0.1064 -0.1318 0.089
H -11.475 -9.408 -2.381 0.0338 0.1345 0.0692 0.084
H -10.923 -5.542 -1.321 -0.0476 0.0369 0.1866 0.094
H -10.401 -6.422 0.131 -0.1120 0.1555 -0.0116 0.095
H -12.114 -6.471 -0.370 0.1256 -0.0867 -0.0992 0.087
H -9.425 -8.665 -2.667 -0.0950 -0.0212 0.0070 0.135
C 5.763 4.701 9.182 0.0377 0.0062 -0.2493 -0.061
N 6.473 3.828 8.270 0.3544 -0.7423 0.5032 -0.202
C 6.547 4.189 6.868 0.1515 -0.2754 -0.0645 -0.045
C 7.076 2.677 8.689 -0.2717 0.4647 -0.2063 -0.306
O 7.687 1.901 7.975 -0.3102 0.4799 0.0468 0.003
H 4.723 4.786 8.856 0.0078 0.1215 0.1714 0.091
H 6.232 5.688 9.167 -0.1567 0.0274 0.1360 0.090
H 5.788 4.308 10.200 0.0411 -0.0203 -0.1506 0.085
H 6.095 3.393 6.270 0.0765 0.1325 -0.1024 0.094
H 7.596 4.291 6.579 -0.1162 0.0300 -0.1458 0.090
H 6.022 5.128 6.685 0.0511 -0.1218 0.1281 0.088
H 6.960 2.498 9.770 -0.0541 0.0792 0.0036 0.137
C 7.536 3.009 1.876 -0.2944 -0.0177 -0.0660 -0.063
N 6.465 2.107 1.510 0.3779 -0.7859 -0.0473 -0.201
C 5.128 2.640 1.332 -0.1049 -0.3002 -0.0617 -0.043
C 6.673 0.769 1.326 -0.1197 0.4177 0.0483 -0.311
O 5.817 -0.041 1.018 0.5353 0.6889 -0.0054 -0.002
H 7.291 3.483 2.830 0.1874 0.0980 -0.0296 0.083
H 7.637 3.775 1.102 0.1546 0.0673 0.1389 0.089
H 8.483 2.474 1.975 -0.1461 -0.0143 -0.0329 0.081
H 4.449 2.144 2.031 -0.0968 0.1141 -0.1252 0.095
H 4.793 2.434 0.312 -0.1439 0.0861 0.1099 0.093
H 5.117 3.716 1.511 0.0950 -0.1433 -0.0152 0.087
H 7.721 0.469 1.485 0.0290 0.0785 0.0336 0.133
C -5.616 7.627 2.480 0.0567 0.0650 -0.2025 -0.057
N -6.044 7.075 1.211 -0.6494 -0.8260 0.1202 -0.197
C -5.553 7.674 -0.016 -0.1638 -0.1991 -0.1709 -0.036
C -6.893 6.010 1.132 0.4041 0.4957 0.1761 -0.304
O -7.291 5.500 0.098 0.4566 0.1936 0.6231 -0.017
H -5.922 8.675 2.534 0.0983 -0.0354 0.1740 0.091
H -4.527 7.560 2.548 -0.0558 0.0903 0.1736 0.091
H -6.060 7.081 3.314 0.0143 0.0146 -0.1575 0.086
H -6.403 8.027 -0.606 0.1688 0.0289 -0.0776 0.089
H -5.015 6.918 -0.593 0.0012 0.1681 -0.0979 0.088
H -4.888 8.510 0.205 -0.1019 -0.1414 0.0612 0.091
H -7.204 5.633 2.120 0.0461 0.0689 0.0144 0.136
C 8.842 -8.265 4.733 -0.1151 0.2197 -0.1367 -0.065
N 8.528 -6.860 4.890 0.2879 0.2128 0.8743 -0.201
C 7.901 -6.153 3.790 -0.0164 0.2933 0.1470 -0.034
C 8.804 -6.179 6.041 -0.1091 -0.1972 -0.4986 -0.326
O 8.566 -5.000 6.235 0.1180 -0.3627 -0.2052 0.000
H 9.529 -8.384 3.891 -0.0294 -0.2039 0.0575 0.089
H 7.919 -8.815 4.533 0.1437 -0.1565 -0.0132 0.089
H 9.309 -8.665 5.635 -0.0577 0.1207 -0.0654 0.082
H 8.542 -5.322 3.486 -0.1774 0.0086 -0.0740 0.098
H 6.940 -5.751 4.124 0.0306 0.0624 -0.1963 0.084
H 7.743 -6.824 2.944 0.0498 0.0107 0.1748 0.090
H 9.280 -6.807 6.812 0.0107 -0.0976 -0.0560 0.131
```
Forces are in eV/Å.

Its charge is 0. The calculation puts the HOMO energy at -7.89 eV. The value obtained for the lowest unoccupied orbital energy is -0.007 hartree. The total energy comes out at -4975.435224 Ha.

---

No. 3
The following is a quantum chemistry calculation of one molecule with the formula C2HCl2NS at a distorted geometry, from the OMol25 dataset.

```
7
Properties=species:S:1:pos:R:3:forces:R:3:nbo_charge:R:1
N -1.576 1.329 0.129 -3.3683 4.0634 0.4697 -0.255
C -0.934 0.438 -0.044 3.2009 -4.4070 -0.2449 0.203
C 0.125 -0.584 -0.033 -1.0250 0.0324 0.5254 -0.281
S 1.660 0.386 0.029 -0.7448 1.2010 -0.2663 0.086
Cl -0.164 -1.563 1.540 0.4391 0.5584 -1.4135 0.010
Cl -0.067 -1.628 -1.483 0.2911 0.1988 0.7015 0.054
H 0.955 1.621 -0.138 1.2068 -1.6471 0.2281 0.183
```
Forces are in eV/Å.

Its charge is 0. The calculation puts the HOMO energy at -10.52 eV. The value obtained for the lowest unoccupied orbital energy is -0.005 hartree. The total energy comes out at -1450.084965 Ha.

---

Among the records above, which one has the lowest lowest unoccupied orbital energy?
C50H91F10N10O15P

---

Which value of lowest unoccupied orbital energy does entry 1 give?
0.024 hartree

---

Repeat the third record exactly.
The following is a quantum chemistry calculation of one molecule with the formula C2HCl2NS at a distorted geometry, from the OMol25 dataset.

```
7
Properties=species:S:1:pos:R:3:forces:R:3:nbo_charge:R:1
N -1.576 1.329 0.129 -3.3683 4.0634 0.4697 -0.255
C -0.934 0.438 -0.044 3.2009 -4.4070 -0.2449 0.203
C 0.125 -0.584 -0.033 -1.0250 0.0324 0.5254 -0.281
S 1.660 0.386 0.029 -0.7448 1.2010 -0.2663 0.086
Cl -0.164 -1.563 1.540 0.4391 0.5584 -1.4135 0.010
Cl -0.067 -1.628 -1.483 0.2911 0.1988 0.7015 0.054
H 0.955 1.621 -0.138 1.2068 -1.6471 0.2281 0.183
```
Forces are in eV/Å.

Its charge is 0. The calculation puts the HOMO energy at -10.52 eV. The value obtained for the lowest unoccupied orbital energy is -0.005 hartree. The total energy comes out at -1450.084965 Ha.